No. 1
A 8-piece molecular cluster, C43H59Cl2F21N4O16P overall, computed with the ωB97M-V functional and the def2-TZVPD basis.

Properties
**DFT total energy**: -175662.876 eV

Geometry as ORCA input:
```
! RIJCOSX wB97M-V def2-TZVPD def2/J DEFGRID3
* xyz 1 1
Cl 3.990 6.427 -2.482
Cl 0.340 5.124 2.505
P 5.931 3.096 1.475
F -12.216 -7.233 6.193
F -8.424 -6.527 -4.286
F 14.046 5.608 -6.028
F -16.303 -2.805 -4.762
F 0.663 -2.670 0.194
F -9.235 -4.691 -3.501
F -8.801 -6.329 -2.172
F -6.559 -3.262 2.354
F 14.032 3.493 -6.449
F -5.084 -2.366 3.646
F 13.569 5.065 1.279
F 15.689 4.363 -5.385
F -10.756 -8.542 5.305
F 12.511 6.933 1.518
F -4.468 -3.418 1.873
F 2.635 -2.070 0.845
F 1.924 -4.074 1.225
F -12.319 -7.681 4.087
F -15.250 -0.968 -5.152
F 12.663 5.570 3.170
F -14.939 -2.676 -6.432
O -10.729 -5.119 5.240
O -6.607 -0.632 1.862
O 12.666 3.454 -4.057
O -13.082 -2.074 -3.860
O 10.896 5.298 0.142
O -6.155 -6.068 -2.508
O 10.566 4.164 2.054
O 1.865 -3.838 -1.992
O 14.204 4.859 -3.215
O -14.069 -4.084 -4.032
O -6.559 -4.043 -3.395
O 6.088 3.430 3.143
O -9.635 -6.557 3.904
O 3.840 -3.669 -0.935
O 5.263 4.355 -1.605
O -4.638 -0.879 0.809
N -1.282 1.081 0.799
N -0.925 -0.872 2.141
N 1.265 2.715 0.617
N -0.501 1.234 3.118
C -15.120 -2.301 -5.152
C 14.353 4.401 -5.519
C -5.481 -1.279 1.564
C 9.729 4.680 -0.423
C -6.797 0.641 1.219
C -0.391 0.509 1.854
C -5.397 -2.585 2.357
C 11.197 4.941 1.397
C 0.464 6.017 0.896
C -7.348 0.459 -0.181
C -13.273 -4.449 -1.766
C -10.581 -6.217 4.788
C -8.755 -5.500 3.488
C -4.611 -4.895 -1.048
C -13.019 -4.667 -3.244
C 4.092 2.867 1.167
C 1.937 3.893 0.372
C 2.511 -3.566 -1.023
C 3.312 1.647 1.407
C 1.161 5.127 -0.214
C -4.778 -5.706 -2.316
C 3.360 4.035 0.607
C -8.352 -5.668 -3.255
C 4.515 -4.153 -2.112
C 13.589 4.751 -1.921
C 1.081 0.286 1.334
C 4.129 5.365 0.285
C 1.931 -3.094 0.311
C 4.005 0.372 1.982
C 6.887 1.521 1.202
C 4.730 -3.031 -3.107
C 13.630 4.153 -4.194
C -13.968 -2.771 -4.263
C 4.570 5.237 -1.227
C 1.205 7.374 1.187
C -11.471 -7.422 5.098
C 8.472 5.399 0.020
C -6.933 -5.132 -3.064
C -7.648 -5.291 4.501
C 14.055 3.498 -1.207
C 1.869 1.587 1.117
C 12.486 5.631 1.847
C 4.147 0.156 3.342
H 12.502 4.786 -2.006
H 13.740 2.600 -1.742
H -12.045 -4.277 -3.546
H -8.262 -0.137 -0.158
H -1.947 -0.757 2.168
H 0.995 -0.210 0.323
H 6.103 4.405 3.169
H 7.891 1.664 0.741
H -7.116 -6.226 4.686
H -4.392 -5.175 -3.188
H 7.069 1.071 2.223
H -4.220 -6.639 -2.234
H 9.832 4.753 -1.506
H -0.585 6.299 0.612
H -6.637 -0.071 -0.817
H 0.197 0.916 3.789
H 0.258 2.728 0.396
H -7.514 1.192 1.828
H -12.518 -4.960 -1.166
H 2.173 7.199 1.721
H 1.568 -0.459 1.999
H 3.440 6.250 0.318
H -5.869 1.216 1.215
H 3.969 -4.986 -2.556
H 7.594 4.979 -0.472
H -0.476 2.246 2.989
H 9.694 3.618 -0.174
H 5.257 -2.198 -2.638
H -7.567 1.425 -0.636
H -8.049 -4.957 5.460
H -2.159 1.292 1.278
H -8.327 -5.810 2.534
H -5.025 -5.431 -0.192
H 4.985 5.552 0.970
H 3.778 -2.642 -3.473
H 4.715 0.907 3.953
H 0.603 8.061 1.842
H 8.535 6.464 -0.217
H 0.376 4.749 -0.924
H 1.827 5.790 -0.819
H 13.896 5.631 -1.357
H -9.314 -4.580 3.307
H 3.737 -0.785 3.784
H -1.426 0.371 0.076
H 1.441 7.952 0.255
H -13.253 -3.387 -1.517
H 15.145 3.471 -1.153
H -13.020 -5.735 -3.463
H -5.144 -3.944 -1.117
H 6.286 0.743 0.654
H -6.939 -4.547 4.147
H 5.311 -3.381 -3.961
H -14.260 -4.824 -1.488
H 8.334 5.321 1.101
H -0.775 -1.384 1.261
H -3.557 -4.687 -0.859
H 5.479 -4.540 -1.780
H 4.413 -0.323 1.199
H 13.652 3.458 -0.199
*
```



No. 2
C43H60BrN19O4S as an isolated structure, computed with the ωB97M-V functional and the def2-TZVPD basis.

Properties
**DFT total energy**: -162937.604 eV

Geometry as ORCA input:
```
! RIJCOSX wB97M-V def2-TZVPD def2/J DEFGRID3
* xyz 0 1
Br 5.133 4.785 -0.225
S 6.557 1.242 -1.701
O 5.647 1.813 -2.925
O 5.822 2.070 -0.518
O 6.362 -0.148 -1.571
O 7.870 1.740 -1.948
N 0.948 4.860 6.313
N 3.050 1.996 4.024
N 3.421 1.192 -1.215
N 1.987 7.929 -1.195
N -0.086 -0.744 7.807
N 10.190 6.309 1.056
N 6.984 6.812 -2.642
N -8.400 -10.577 -2.890
N 3.415 5.055 -3.577
N 5.496 -1.934 7.039
N -1.335 0.877 2.965
N -2.806 2.982 10.524
N -5.268 -6.360 -3.859
N -12.501 -8.371 -5.771
N -5.513 -9.632 -5.901
N 1.971 4.653 0.738
N -3.013 -2.274 0.020
N -2.123 2.998 -2.539
N -5.690 -1.455 -3.117
C -5.967 -2.491 -2.705
C -10.716 -10.192 -4.033
C 2.231 5.460 3.209
C -3.157 -8.718 -6.558
C 2.085 5.011 1.824
C -6.267 -6.929 -3.892
C 4.944 3.058 -1.087
C -14.764 -9.673 -5.854
C 5.229 -2.967 7.463
C 0.867 -1.118 7.284
C 7.929 6.404 -3.154
C 3.515 2.491 -1.309
C 2.078 -1.594 6.614
C 1.255 2.824 -1.845
C 4.885 -4.283 8.004
C 5.480 3.196 -2.536
C 5.445 2.757 3.305
C 0.036 2.556 5.465
C 4.103 2.329 3.708
C 0.829 0.054 1.759
C 2.213 0.728 -1.450
C 0.546 3.847 5.946
C 9.137 5.885 -3.798
C 1.110 1.460 -1.766
C -7.536 -7.655 -3.935
C 2.489 3.367 -1.610
C 3.481 6.165 -3.858
C 9.262 4.009 0.233
C -3.519 -2.150 1.044
C -4.476 -9.233 -6.190
C -2.520 1.995 -2.934
C -0.654 2.100 9.334
C -0.379 0.515 2.441
C -0.324 6.708 -1.207
C 9.782 5.297 0.695
C -3.025 0.720 -3.445
C 3.635 7.567 -4.248
C 0.974 7.385 -1.201
C -6.299 -3.808 -2.166
C -9.416 -10.404 -3.393
C -13.495 -8.945 -5.807
C -4.165 -1.998 2.351
C -1.860 2.594 10.001
H 0.828 0.407 0.731
H -8.363 -6.969 -3.749
H -10.666 -9.337 -4.701
H -6.262 -4.554 -2.956
H 3.137 5.042 3.641
H 4.906 -5.026 7.209
H 2.103 -2.682 6.625
H 4.674 7.864 -4.121
H -4.969 -1.269 2.284
H -2.663 -9.416 -7.231
H 0.404 3.441 -2.099
H -1.052 2.565 5.466
H -0.487 6.229 -2.171
H -2.681 -0.096 -2.812
H 0.231 2.478 9.843
H 1.712 0.440 2.268
H 1.378 5.132 3.797
H -5.585 -4.078 -1.390
H 3.350 7.689 -5.291
H 0.387 1.753 6.110
H -3.264 -7.756 -7.055
H 2.609 4.422 -1.686
H -4.113 0.725 -3.451
H -0.638 1.014 9.356
H 2.289 6.546 3.241
H 8.175 4.024 0.240
H -14.771 -10.452 -5.094
H -3.438 -1.657 3.086
H 5.889 2.015 2.643
H 2.959 -1.211 7.124
H 3.888 -4.255 8.440
H 2.089 -1.249 5.581
H 3.006 8.199 -3.624
H -4.575 -2.954 2.670
H 0.167 0.966 -1.948
H 6.387 3.780 -2.690
H -14.891 -10.128 -6.833
H 6.075 2.872 4.185
H -15.589 -8.987 -5.668
H 4.663 3.537 -3.151
H 0.861 -1.034 1.763
H 5.601 -4.564 8.773
H -10.991 -11.074 -4.607
H -2.550 -8.591 -5.664
H -7.545 -8.433 -3.179
H 9.606 3.812 -0.780
H -1.118 7.430 -1.028
H 0.386 2.375 4.453
H 9.613 3.213 0.887
H 10.018 6.266 -3.286
H 2.091 -0.352 -1.408
H -11.474 -10.006 -3.275
H -2.665 0.561 -4.460
H 5.385 3.709 2.780
H -0.633 2.432 8.299
H -7.663 -8.111 -4.915
H 9.164 6.201 -4.839
H 9.139 4.797 -3.755
H -0.344 5.949 -0.426
H -7.301 -3.788 -1.738
*
```



No. 3
A 12-piece molecular cluster, C43H61FO36 overall, computed with the ωB97M-V functional and the def2-TZVPD basis.

Properties
**Energy relative to the best compared isomer or geometry (same formula, charge and spin)**: 0.0 kJ/mol
**Structure (SMILES)**: O=C1OC[C@@H](F)O1.C[C@H]1COC(=O)O1.C[C@H]1COC(=O)O1.C[C@H]1COC(=O)O1.C[C@H]1COC(=O)O1.C[C@H]1COC(=O)O1.C[C@H]1COC(=O)O1.C[C@H]1COC(=O)O1.O=C1OCCO1.O=C1OCCO1.O=C1OCCO1.O=C1OCCO1
**DFT total energy**: -122007.120 eV

Geometry as ORCA input:
```
! RIJCOSX wB97M-V def2-TZVPD def2/J DEFGRID3
* xyz 0 1
F 2.016 0.284 0.384
O 5.660 1.699 -3.127
O 1.127 -5.462 -1.699
O -0.466 4.735 -3.528
O 2.489 -7.149 -0.966
O -3.187 4.595 -0.986
O 3.120 -0.491 3.012
O 3.013 -2.391 4.058
O -0.563 2.614 -4.367
O 0.466 -0.949 -3.509
O -5.601 3.712 3.699
O 0.773 -6.424 0.233
O 3.090 -2.136 -0.511
O 4.516 -3.843 0.014
O -3.765 -3.848 -2.517
O -0.532 -0.507 1.581
O 0.842 -2.768 -4.733
O -4.858 -4.095 6.686
O -4.539 3.329 1.833
O -1.579 2.957 -0.525
O -5.484 -2.368 -2.457
O 0.091 -0.327 -0.596
O -3.607 2.495 -1.448
O 2.568 -1.606 -3.812
O 3.639 -3.825 -1.947
O 0.837 3.197 -2.705
O 3.356 3.211 2.633
O -4.599 -2.707 4.892
O -2.995 -2.893 6.334
O -4.621 5.458 2.621
O 5.851 3.763 -2.068
O 4.337 2.159 -1.430
O -1.202 -2.082 0.145
O 3.072 4.875 1.146
O 1.404 -0.874 4.496
O 1.308 3.808 2.079
O -3.610 -1.695 -1.551
C -1.335 -1.972 4.774
C 4.711 3.640 2.375
C -4.941 2.032 2.224
C -4.784 3.258 -1.647
C 0.078 -4.643 -1.108
C 4.482 4.625 1.200
C -0.189 3.382 -3.510
C 5.531 -0.720 -3.087
C -2.681 3.337 -0.980
C 2.485 4.046 2.019
C 3.701 1.075 -2.012
C 5.334 2.665 -2.249
C 3.714 -3.201 -0.788
C -4.240 -3.276 6.034
C -4.520 4.740 -1.220
C -0.167 -5.378 0.207
C -4.209 -2.709 -2.241
C -3.861 -1.507 4.690
C -0.031 0.806 1.365
C 0.781 0.685 0.070
C 3.979 -2.681 3.038
C -5.800 -1.067 -2.024
C 0.324 5.444 -2.587
C -1.671 -0.351 -4.086
C -5.675 2.305 3.576
C -0.645 -1.096 0.342
C 2.414 -1.196 3.881
C 1.369 -1.786 -3.938
C 4.696 0.607 -3.151
C -0.521 -2.634 -4.693
C -3.658 1.194 2.246
C 1.103 4.330 -1.882
C -4.544 -0.642 -1.294
C -4.764 5.728 -2.347
C 4.534 -4.856 -2.037
C 4.259 -1.204 2.565
C -0.835 -1.517 -3.667
C 0.243 -4.532 1.405
C 5.349 2.307 2.131
C -2.594 -1.735 5.583
C 4.980 -5.046 -0.601
C 1.526 -6.454 -0.851
C -4.905 4.282 2.703
H -2.702 -0.634 -4.298
H -1.747 0.449 -3.350
H -3.280 0.923 1.260
H 6.351 2.517 1.756
H 4.527 -5.972 -0.245
H -4.503 5.395 -3.351
H 6.050 -5.232 -0.514
H 1.000 6.085 -3.152
H 1.203 -4.038 1.252
H -4.717 -0.433 -0.239
H -1.318 0.140 -4.992
H -5.035 4.994 -0.293
H -6.608 -1.185 -1.302
H -0.495 -1.962 5.469
H 6.022 -0.944 -4.034
H 4.119 0.485 -4.068
H -4.007 0.342 2.830
H -0.849 -4.756 -1.670
H -1.019 -3.517 -4.292
H -1.299 -2.979 4.358
H 5.288 -4.572 -2.770
H -5.838 5.891 -2.443
H -4.239 0.281 -1.788
H 0.695 4.109 -0.896
H 0.879 1.691 -0.338
H -0.324 5.918 -1.850
H 4.771 -3.292 3.472
H -6.691 1.921 3.668
H -1.142 -1.317 3.925
H 3.411 -3.218 2.278
H -2.821 1.673 2.754
H -5.902 -0.429 -2.902
H 0.350 -3.592 -1.009
H 0.258 -5.102 2.334
H 6.235 -0.632 -2.259
H 4.875 5.616 1.424
H 5.009 -1.645 -2.841
H 2.173 4.537 -1.857
H 0.555 1.206 2.192
H -3.515 -1.403 3.662
H -5.625 2.784 -1.141
H 4.839 1.738 1.354
H 4.899 4.147 0.313
H -4.463 -0.612 4.849
H -4.232 6.670 -2.211
H -0.470 -3.757 1.687
H -5.102 3.177 -2.686
H 4.307 -1.138 1.478
H 5.142 4.215 3.195
H -5.109 1.864 4.396
H 5.123 -0.866 3.137
H -1.183 -5.751 0.334
H 4.006 -5.722 -2.438
H 5.443 1.647 2.994
H -5.733 1.653 1.578
H 3.805 0.327 -1.227
H 2.701 1.240 -2.413
H -2.562 -0.895 6.277
H -0.955 -2.287 -5.631
H -1.080 -1.982 -2.713
H -0.863 1.488 1.190
*
```



Values of Kohn-Sham gap, in order: 7.2 9.5 10.3, all in eV.
Values of highest occupied orbital energy, in order: -11.43 -9.24 -10.56, all in eV.
Values of maximum force, in order: 3.097 2.520 5.174, all in eV/A.